Model w:
{"formula": "C8H16BNO3", "method": "wB97M-V/def2-TZVPD", "homo_energy_ev": -6.508, "charge": 0, "lumo_ev": 0.23, "elements": ["B", "C", "C", "C", "C", "C", "C", "C", "C", "N", "O", "O", "O", "H", "H", "H", "H", "H", "H", "H", "H", "H", "H", "H", "H", "H", "H", "H", "H"], "positions_angstrom": [[-0.7313, 1.4282, -2.8295], [-0.5253, 2.7873, 1.9801], [1.8998, -0.5787, -1.2612], [0.7398, -1.2988, -0.4988], [1.3358, 0.5291, -2.3023], [-0.2073, 0.6343, 0.8935], [0.3739, -0.6794, 0.8944], [-1.4907, -2.4433, 0.7282], [-0.5049, -1.6799, 1.6080], [0.1678, 1.7660, 1.4537], [-1.8639, 2.9932, 2.0221], [0.0950, 1.1932, -1.8333], [-1.1664, 1.5287, -3.9334], [0.0884, 3.7053, 1.8681], [2.5994, -0.1877, -0.5927], [2.4855, -1.3327, -1.8115], [-0.2166, -1.3421, -0.9865], [1.0708, -2.2944, -0.3246], [2.1251, 1.3496, -2.2798], [1.1910, 0.0372, -3.3155], [-1.3613, 0.7160, 0.6992], [1.2772, -0.4443, 1.4815], [-1.0108, -2.9139, -0.1302], [-2.1950, -1.6783, 0.3913], [-2.0655, -3.3351, 1.2656], [0.0174, -2.5210, 2.1161], [-1.1252, -0.9875, 2.1864], [1.1287, 2.1379, 1.4954], [-2.1314, 2.9112, 1.0159]], "nbo_charge": [1.231, 0.139, -0.415, -0.396, -0.064, -0.141, -0.251, -0.611, -0.411, -0.428, -0.673, -0.744, -0.844, 0.115, 0.199, 0.216, 0.212, 0.203, 0.195, 0.206, 0.151, 0.202, 0.201, 0.200, 0.217, 0.211, 0.219, 0.409, 0.454]}

Model x:
{"formula": "C8H16BNO3", "method": "wB97M-V/def2-TZVPD", "homo_energy_ev": -7.112, "charge": 0, "lumo_ev": 0.29, "elements": ["B", "C", "C", "C", "C", "C", "C", "C", "C", "N", "O", "O", "O", "H", "H", "H", "H", "H", "H", "H", "H", "H", "H", "H", "H", "H", "H", "H", "H"], "positions_angstrom": [[-2.8703, -0.5895, -0.0306], [-0.4926, -3.4523, 0.1865], [-1.1770, 2.0741, -0.0642], [0.0997, 1.3119, -0.2942], [-2.3960, 1.5943, -1.0151], [-0.3382, -1.0617, 0.0334], [0.4436, 0.0648, 0.5717], [2.6554, -0.2958, -0.6426], [1.9285, -0.2748, 0.6950], [-0.3393, -2.2687, 0.8011], [-0.5638, -3.5467, -1.0306], [-3.3081, 0.6490, -0.3987], [-3.5709, -1.5847, 0.4826], [-0.4108, -4.3697, 0.8649], [-1.4580, 1.8800, 1.0029], [-0.9052, 3.0792, -0.4043], [0.1456, 1.0744, -1.3749], [0.8164, 2.0860, -0.2274], [-3.0768, 2.4691, -1.2212], [-1.9320, 1.2516, -1.9641], [-0.3327, -1.2017, -1.0882], [-0.0109, 0.2129, 1.5829], [2.8417, -1.3232, -0.9305], [3.6523, 0.1284, -0.5760], [2.0116, 0.3600, -1.3279], [2.3165, 0.5509, 1.3658], [1.9017, -1.2020, 1.3205], [-0.1778, -2.3263, 1.8631], [-4.5048, -1.6042, 0.8359]], "nbo_charge": [1.088, 0.516, -0.421, -0.398, -0.055, -0.169, -0.290, -0.630, -0.396, -0.649, -0.623, -0.756, -0.950, 0.110, 0.217, 0.216, 0.194, 0.206, 0.187, 0.180, 0.246, 0.197, 0.222, 0.214, 0.213, 0.201, 0.202, 0.404, 0.521]}

Which structure loses on stability? model w does.

Model w:
{"formula": "C2H10O5", "method": "wB97M-V/def2-TZVPD", "smiles": "CC(=O)O.O.O.O", "homo_energy_ev": -11.129, "charge": 0, "lumo_ev": -0.19, "elements": ["C", "C", "O", "O", "H", "H", "H", "H", "O", "H", "H", "O", "H", "H", "O", "H", "H"], "positions_angstrom": [[0.3622, 1.2697, 0.0874], [0.2389, 0.0179, -0.7607], [1.1364, -0.8100, -0.9186], [-1.0439, -0.4083, -0.9296], [1.2080, 1.1363, 0.7858], [0.6376, 2.1469, -0.5102], [-0.5387, 1.5254, 0.6611], [-0.8517, -1.2294, -0.4042], [2.1564, -0.9169, 1.2288], [2.0461, -0.7273, 0.1182], [2.4227, -1.8409, 1.1552], [-0.4480, -1.5657, 1.9810], [-0.8277, -0.6643, 1.9845], [0.4117, -1.1976, 1.6421], [-2.3453, 2.3553, -1.1830], [-1.9496, 1.4714, -1.1360], [-1.5771, 2.8226, -1.5346]], "nbo_charge": [-0.776, 0.826, -0.587, -0.703, 0.283, 0.255, 0.259, 0.534, -1.024, 0.486, 0.470, -0.957, 0.449, 0.485, -0.923, 0.468, 0.455]}

Model x:
{"formula": "C2H10O5", "method": "wB97M-V/def2-TZVPD", "smiles": "CC(=O)O.O.O.O", "homo_energy_ev": -10.767, "charge": 0, "lumo_ev": 0.45, "elements": ["C", "C", "O", "O", "H", "H", "H", "H", "O", "H", "H", "O", "H", "H", "O", "H", "H"], "positions_angstrom": [[2.0779, 0.0633, 0.9210], [0.7497, 0.0144, 0.1979], [-0.2415, -0.2019, 0.7868], [0.8996, 0.4364, -0.9874], [3.0375, 0.1286, 0.2503], [2.1769, -0.7127, 1.6344], [1.9970, 0.9689, 1.4830], [0.0687, 0.4753, -1.6395], [-1.9189, 1.4290, -0.6147], [-1.5245, 0.7914, 0.0077], [-1.8995, 2.3666, -0.3225], [-0.9199, -2.9556, 2.8690], [-0.2464, -2.4192, 2.3886], [-1.3903, -3.3669, 2.1106], [-0.5578, 1.0901, -2.9898], [-1.3360, 1.1754, -2.3841], [-0.9728, 0.7169, -3.7113]], "nbo_charge": [-0.718, 0.816, -0.660, -0.682, 0.228, 0.225, 0.236, 0.522, -1.013, 0.512, 0.492, -0.937, 0.473, 0.464, -0.941, 0.507, 0.476]}

Which structure loses on stability? model w does.

Model w:
{"formula": "CHFI2S", "method": "wB97M-V/def2-TZVPD", "homo_energy_ev": -9.592, "charge": 0, "lumo_ev": -2.18, "elements": ["C", "F", "S", "I", "I", "H"], "positions_angstrom": [[-0.0062, -0.4582, -0.2160], [-0.6730, -1.0801, 0.8128], [0.9026, 1.0379, 0.3567], [1.6448, -1.7703, -0.7147], [-1.1961, 2.6959, 0.7458], [-0.6719, -0.4252, -0.9847]], "nbo_charge": [-0.038, -0.360, 0.087, 0.127, -0.004, 0.188]}

Model x:
{"formula": "CHFI2S", "method": "wB97M-V/def2-TZVPD", "smiles": "FC=S.II", "homo_energy_ev": -9.489, "charge": 0, "lumo_ev": -1.80, "elements": ["F", "C", "S", "H", "I", "I"], "positions_angstrom": [[0.7064, -0.0244, -0.7296], [1.4991, -0.0848, 0.3548], [2.7300, -1.1310, 0.5203], [1.2826, 0.7957, 0.8679], [-2.9743, -1.0946, -0.3309], [-3.2439, 1.5392, -0.6826]], "nbo_charge": [-0.326, 0.133, 0.025, 0.166, 0.004, -0.003]}

Which structure loses on stability? model w does.

Model w:
{"formula": "CH2O2S3", "method": "wB97M-V/def2-TZVPD", "homo_energy_ev": -9.645, "charge": 0, "lumo_ev": -0.85, "elements": ["C", "O", "O", "S", "S", "S", "H", "H"], "positions_angstrom": [[0.4594, -0.6518, 0.1918], [4.3118, 0.6310, 0.8437], [3.9668, -0.7095, -1.1188], [1.1740, 0.8628, -0.2192], [-1.2440, -0.8227, 0.2761], [3.7448, -0.5870, 0.3134], [0.5867, 2.2600, -0.1585], [-1.2339, -2.2018, 0.1079]], "nbo_charge": [-0.462, -0.837, -0.831, 0.075, 0.139, 1.656, 0.114, 0.146]}

Model x:
{"formula": "CH2O2S3", "method": "wB97M-V/def2-TZVPD", "smiles": "OSC(=S)SO", "homo_energy_ev": -9.043, "charge": 0, "lumo_ev": -0.63, "elements": ["O", "S", "C", "S", "S", "O", "H", "H"], "positions_angstrom": [[1.6363, -2.0052, -1.2505], [0.6112, -1.8624, 0.0912], [0.1099, 0.2462, 0.0736], [1.1182, 1.1894, -0.6818], [-1.1966, 0.3234, 1.1398], [-1.9025, 1.7749, 1.1633], [2.2686, -1.3085, -1.1291], [-2.6451, 1.6422, 0.5934]], "nbo_charge": [-0.809, 0.413, -0.562, 0.098, 0.698, -0.813, 0.484, 0.492]}

Which structure loses on stability? model w does.